DFT (ωB97M-V/def2-TZVPD) results for 4 unconnected molecules or ions with the total composition C15H33BrN3O5 in a non-equilibrium geometry.

The geometry in XYZ format:
```
57
Properties=species:S:1:pos:R:3:forces:R:3
O -0.14764 -0.81654 3.47777 -0.2 0.5 -0.2
N -0.59805 0.16997 3.12274 1.2 -0.2 1.6
O -1.34115 -0.02830 1.82260 -1.9 0.6 -0.7
C -2.59643 -0.41701 2.14841 2.6 -1.0 -1.1
C -2.92030 -1.73806 2.12040 -1.0 1.4 0.6
N -4.24648 -1.72169 2.55104 0.7 -1.7 -0.4
C -4.65614 -0.50261 2.79235 -1.1 1.1 0.6
N -3.66018 0.35767 2.56040 0.3 -0.6 -0.2
Br -3.63536 2.19036 2.77213 -0.1 -0.3 0.0
H -2.26902 -2.56791 1.86054 -0.5 -0.1 0.1
H -4.78555 -2.57056 2.67019 -0.3 0.3 0.0
H -5.63637 -0.21671 3.16314 0.3 -0.1 -0.2
C 3.93620 2.74623 -1.07004 -0.1 -0.2 0.0
C 3.19625 3.42909 0.06683 0.2 0.0 -0.1
O 1.78248 3.36417 -0.05021 -0.2 0.2 0.0
C 1.21211 2.07267 -0.05808 0.0 0.0 0.0
C 1.48090 1.27799 1.20907 0.3 0.1 0.0
H 3.60384 3.13682 -2.03326 0.0 0.1 0.0
H 5.00979 2.91099 -0.97560 0.0 0.0 0.0
H 3.76378 1.66805 -1.07648 0.1 0.0 0.0
H 3.44761 4.48990 0.06685 -0.2 0.0 0.0
H 3.51691 3.03310 1.03667 0.0 -0.1 0.0
H 1.53781 1.51632 -0.94420 0.0 -0.1 0.1
H 0.13485 2.21965 -0.16314 0.0 0.1 0.0
H 2.54109 1.05022 1.32761 0.0 0.0 0.0
H 0.93981 0.33436 1.18028 0.1 0.0 -0.2
H 1.16637 1.84312 2.08998 0.0 0.0 0.0
C 1.21178 -6.02551 0.60951 -0.1 -0.1 0.0
C 0.48410 -5.27361 1.70894 0.2 -0.1 0.0
O -0.92569 -5.22541 1.53234 -0.2 0.4 0.0
C -1.59731 -6.47755 1.50958 0.0 -0.2 0.1
C -1.44361 -7.27744 2.79106 0.2 0.1 0.0
H 0.95260 -5.61961 -0.36971 0.0 0.0 0.0
H 2.29036 -5.94772 0.74817 0.0 0.0 0.0
H 0.95212 -7.08501 0.60393 0.1 0.0 0.0
H 0.82199 -4.23561 1.71203 -0.2 0.0 0.0
H 0.73037 -5.68398 2.69348 0.0 -0.1 0.0
H -1.27829 -7.06309 0.64215 0.0 0.0 0.0
H -2.65402 -6.24981 1.35763 0.1 0.1 0.0
H -0.40979 -7.58350 2.95510 0.0 -0.1 0.0
H -2.05525 -8.17892 2.74971 0.0 0.0 0.0
H -1.75073 -6.68348 3.65419 0.0 0.0 0.0
C 0.04173 2.83182 -4.59719 -0.2 0.1 0.1
C 1.19968 3.76995 -4.30032 0.0 -0.1 0.0
O 0.93273 5.12374 -4.61375 0.1 0.1 -0.1
C -0.14345 5.72336 -3.91568 -0.1 0.1 0.1
C 0.04968 5.74798 -2.40972 0.0 -0.2 0.0
H -0.28142 2.93762 -5.63395 0.1 0.0 0.0
H 0.33956 1.79598 -4.42538 0.0 0.0 0.0
H -0.82129 3.04111 -3.96188 0.0 -0.1 0.0
H 2.05464 3.48330 -4.91456 0.0 0.1 0.0
H 1.52028 3.67613 -3.25557 -0.1 0.0 0.0
H -1.08910 5.23689 -4.18120 0.0 0.0 0.1
H -0.20922 6.74757 -4.28445 0.1 -0.1 -0.1
H 0.06060 4.74091 -1.98856 0.0 0.0 0.1
H -0.75931 6.30250 -1.93141 0.0 0.0 0.0
H 0.99914 6.22010 -2.15248 0.0 0.0 0.0
```
Forces are in eV/Å.

Computed properties:
Charge: +1
Gap between HOMO and LUMO: 6.46 eV
LUMO level: -4.54 eV
E_tot: -100828.0604 eV

***

DFT (ωB97M-V/def2-TZVPD) results for a molecular structure, C15H33Cl3N2NaO3 in a non-equilibrium geometry.

The geometry in XYZ format:
```
57
Properties=species:S:1:pos:R:3:forces:R:3
C 4.66820 2.70871 -1.50333 0.1 0.1 0.4
C 3.27634 3.22967 -1.64278 0.1 -0.2 -0.2
C 3.07756 4.41611 -2.55704 -0.2 -0.5 0.0
N 2.23335 2.73106 -1.09334 -0.4 1.0 0.7
C 2.23925 2.11321 0.22714 -0.1 -0.6 -0.7
C 1.66440 3.22397 1.09518 0.7 0.1 0.5
N 0.23096 3.52913 0.76157 -0.2 0.0 -0.1
C -0.53486 2.33158 0.26873 -0.2 -0.5 -0.1
C 0.01139 1.06710 0.90066 0.3 0.4 -0.8
C 1.38997 0.80583 0.27261 0.0 0.1 0.2
C 2.09275 -0.37780 0.93609 0.0 -0.3 -0.1
C 2.74163 -1.39741 -0.02507 0.1 -0.1 0.4
C 3.00977 -2.69159 0.73754 0.3 0.2 -0.2
O 1.88233 -1.73061 -1.12421 -0.2 0.4 0.0
H 4.96233 2.31465 -2.47787 0.0 0.0 -0.1
H 5.37578 3.50661 -1.27102 0.0 0.1 -0.1
H 4.76759 1.89475 -0.79141 0.0 -0.1 0.0
H 2.61168 4.07338 -3.48430 0.1 0.1 -0.1
H 4.00743 4.94374 -2.81733 -0.3 -0.2 0.0
H 2.35312 5.06689 -2.05953 0.0 0.1 -0.1
H 3.22547 1.90567 0.65729 0.1 0.0 -0.2
H 2.22785 4.13539 0.90420 0.0 0.0 0.0
H 1.75969 3.02256 2.16270 -0.4 -0.3 0.0
H -0.23963 3.88064 1.59026 0.1 0.1 0.0
H 0.21477 4.25552 0.04865 0.1 -0.1 -0.1
H -1.59661 2.47693 0.46888 0.0 0.3 0.1
H -0.38089 2.28160 -0.80759 0.1 0.1 0.0
H -0.65267 0.26469 0.58696 0.0 -0.2 0.5
H 0.04600 1.11043 1.99047 -0.2 -0.1 0.0
H 1.15217 0.55842 -0.76352 0.2 0.0 -0.1
H 2.87989 -0.00371 1.60177 0.0 -0.1 0.1
H 1.38436 -0.94188 1.56205 0.2 0.4 -0.3
H 3.70613 -1.06000 -0.44165 -0.6 0.2 0.3
H 2.16271 -3.36619 0.61491 0.0 0.0 0.1
H 3.15962 -2.48060 1.79778 -0.1 -0.1 0.0
H 3.91899 -3.15393 0.35063 -0.1 -0.1 -0.1
H 2.04781 -1.06600 -1.80604 0.2 -0.3 0.0
C -6.42463 -4.09040 1.21914 0.4 -0.2 0.1
O -5.63382 -4.42503 0.12795 -0.4 -0.1 -0.1
C -5.47952 -3.35167 -0.81094 0.2 -0.1 -0.2
C -4.17767 -2.62179 -0.58694 0.1 0.3 0.1
O -4.19262 -1.96517 0.65704 -0.3 -0.2 0.1
C -3.45809 -2.66756 1.67601 0.0 -0.1 -0.1
H -6.31985 -4.87794 1.96853 0.0 0.0 0.0
H -6.15665 -3.13341 1.67067 -0.1 0.0 0.0
H -7.48683 -4.02644 0.89431 0.0 0.5 0.2
H -6.31452 -2.64546 -0.72567 0.0 0.0 0.1
H -5.50567 -3.79407 -1.81020 0.0 0.0 0.0
H -4.06287 -1.86576 -1.37080 0.0 0.0 0.0
H -3.33351 -3.31328 -0.66259 0.0 0.0 0.0
H -2.38424 -2.59448 1.50471 0.0 0.0 0.1
H -3.76113 -3.72036 1.72240 0.0 0.0 0.0
H -3.67435 -2.18635 2.62611 0.0 0.1 0.0
Cl 5.55021 5.63074 -4.28062 0.3 0.2 -0.1
Cl 5.20060 -1.09436 -1.84616 0.6 0.1 -0.5
Na -8.97305 -5.26368 0.54107 0.0 -0.2 -0.1
Cl -0.48843 -1.57204 2.61595 -0.5 -0.3 0.5
```
Forces are in eV/Å.

Computed properties:
Charge: -1
Gap between HOMO and LUMO: 0.98 eV
LUMO level: -2.44 eV
E_tot: -67193.2224 eV

***

DFT (ωB97M-V/def2-TZVPD) results for 2 unconnected molecules or ions with the total composition C15H33FNO3S in a non-equilibrium geometry.

The geometry in XYZ format:
```
54
Properties=species:S:1:pos:R:3:forces:R:3
C -1.73705 1.82435 3.27382 -0.7 -0.8 -0.8
C -1.72643 1.58107 1.71041 0.4 -0.7 1.7
O -2.32183 2.67025 1.04261 0.5 -0.7 -0.3
C -2.44581 0.20506 1.49134 -0.1 1.0 1.3
O -2.87109 -0.04698 0.13506 0.1 -0.1 0.9
N -1.95861 -0.77733 -0.59478 -0.3 -0.3 -1.9
C -0.61979 -0.22317 -0.89978 3.0 0.1 -3.1
C -0.51450 1.18621 -1.56320 -0.3 0.7 0.9
C 0.92257 1.44185 -2.14032 -1.4 0.4 0.3
F 1.82995 1.05306 -1.15140 0.0 -0.1 -0.5
C -0.18235 -1.24996 -2.04419 -1.9 -1.3 0.6
C -0.76800 -2.63298 -1.46759 -0.4 -0.6 -1.4
C 0.32496 -3.71285 -1.19980 0.4 0.2 0.8
C 1.57649 -3.21687 -0.38551 -0.5 -0.5 0.6
C 1.36565 -3.38138 1.18186 0.4 1.2 -1.3
S 3.00703 -3.54593 1.99871 -0.2 0.3 0.4
C -1.74407 -2.23728 -0.30168 2.5 -1.0 1.7
C -2.97796 -3.12639 0.03920 0.2 1.5 0.2
H -1.26874 2.78595 3.54504 -0.2 -0.6 -0.2
H -2.81681 1.82377 3.56631 0.8 0.2 0.1
H -1.25452 0.95707 3.78519 -0.2 0.8 -0.2
H -0.65553 1.43649 1.44362 -0.7 0.7 -0.4
H -3.27548 2.60613 1.16125 -0.1 0.2 0.0
H -3.37936 0.22663 2.10419 0.4 -0.2 -0.7
H -1.80764 -0.58487 1.93807 -0.4 0.2 -0.6
H -2.39467 -0.80567 -1.53233 -0.2 0.4 0.4
H 0.18129 -0.40617 -0.14780 -1.3 0.4 0.3
H -0.69427 2.00260 -0.82791 -0.1 -0.6 -0.4
H -1.29070 1.32304 -2.35395 0.6 -0.3 0.4
H 1.07832 0.92319 -3.10483 0.3 0.1 0.7
H 1.03992 2.53292 -2.28102 0.0 -0.6 -0.1
H -0.75787 -1.09247 -2.99008 0.5 0.5 0.7
H 0.88732 -1.25925 -2.31556 -0.6 0.0 0.6
H -1.45442 -3.10832 -2.21238 0.6 0.5 0.1
H 0.70667 -4.14960 -2.15200 -0.6 0.6 0.4
H -0.11593 -4.57767 -0.64439 0.2 0.6 -0.4
H 2.44755 -3.81264 -0.73715 -0.5 0.4 0.5
H 1.84155 -2.14933 -0.54357 -0.2 -0.6 -0.2
H 0.88049 -2.44271 1.54712 0.2 -0.8 0.0
H 0.68940 -4.23579 1.37610 0.7 0.3 0.3
H 3.39720 -2.22671 2.13211 -0.6 -0.9 -0.3
H -1.04221 -2.19243 0.57243 -0.9 -0.1 -0.3
H -2.94157 -4.08606 -0.50543 -0.1 0.6 0.3
H -3.90554 -2.54179 -0.17347 0.5 -0.7 -0.1
H -2.98118 -3.26087 1.14402 0.0 -0.3 -0.9
C 2.42957 4.73873 -0.01972 -0.1 0.1 0.0
C 3.92350 4.74151 -0.28206 -0.2 -0.4 -0.1
O 4.55636 3.67326 0.41470 0.1 0.2 0.1
H 2.22816 4.83413 1.04868 0.0 0.1 0.0
H 1.93782 5.56025 -0.54521 0.0 0.0 0.0
H 1.98246 3.79468 -0.34687 0.0 0.0 -0.1
H 4.37000 5.67328 0.06394 0.1 -0.1 0.0
H 4.13071 4.63675 -1.35239 0.0 0.2 0.0
H 4.16900 2.85125 0.10057 0.0 0.0 0.0
```
Forces are in eV/Å.

Computed properties:
Charge: +1
Gap between HOMO and LUMO: 8.95 eV
LUMO level: -2.61 eV
E_tot: -37265.8009 eV

***

DFT (ωB97M-V/def2-TZVPD) results for a molecular structure, C15H33N9O3SW.

The geometry in XYZ format:
```
62
Properties=species:S:1:pos:R:3:forces:R:3
W -0.53574 -0.86422 0.40108 0.0 0.4 0.0
N 1.59434 -0.34961 0.21481 0.0 -0.1 -0.1
C 2.16375 -0.91865 -1.07206 0.0 0.0 0.0
C 3.46440 -0.32380 -1.60234 0.0 0.0 0.0
C 3.39877 1.05693 -2.29081 0.0 0.1 -0.2
C 4.25139 1.10889 -3.59431 -0.1 0.0 0.0
N 3.47576 1.52961 -4.76778 0.0 0.1 0.1
C 3.81253 2.43790 -5.69994 -0.1 0.1 -0.1
N 3.13288 2.46933 -6.84838 0.1 -0.2 0.2
N 4.77251 3.33079 -5.49501 0.0 0.0 0.0
C 1.03115 -0.89479 -2.08302 -0.2 -0.1 -0.1
O 1.13954 -0.77833 -3.25361 0.0 0.0 0.1
O -0.19222 -1.08701 -1.46387 0.2 0.0 -0.1
H 1.68213 0.66987 0.19699 0.0 0.0 0.0
H 2.16893 -0.65872 1.00043 0.0 0.0 0.0
H 2.34641 -1.97665 -0.85708 0.0 0.0 0.0
H 3.80766 -1.06730 -2.32495 0.0 0.0 0.0
H 4.20811 -0.34098 -0.80256 0.0 0.0 0.0
H 3.74368 1.83602 -1.61071 0.0 0.0 0.0
H 2.37376 1.31833 -2.56076 0.0 0.0 0.0
H 4.66680 0.12235 -3.80693 0.0 0.0 0.0
H 5.10296 1.77070 -3.46988 0.0 0.0 0.0
H 2.69335 0.93497 -4.99975 0.0 0.0 0.0
H 2.57440 1.68395 -7.14024 0.0 0.0 0.0
H 3.27145 3.20512 -7.52360 0.0 0.0 0.0
H 5.21304 3.45572 -4.60147 0.0 0.0 0.0
H 5.09876 3.91804 -6.24682 0.0 0.0 0.0
C -3.29312 -5.75500 1.63457 0.0 0.0 0.0
N -2.56660 -4.47591 1.56317 0.0 0.0 0.0
C -2.08830 -3.74729 2.73968 0.0 0.0 0.0
C -1.45422 -2.57135 2.07515 0.0 -0.1 -0.1
O -0.85210 -1.55469 2.48630 0.0 0.0 0.0
N -1.56762 -2.66420 0.73055 0.0 -0.1 0.1
C -2.26352 -3.83811 0.44830 0.0 0.0 0.0
N -2.55764 -4.21955 -0.77004 0.0 0.0 0.0
H -3.28977 -6.09374 2.66667 0.0 0.0 0.0
H -2.78620 -6.50459 1.02737 0.0 0.0 0.0
H -4.32485 -5.62308 1.30984 0.0 0.0 0.0
H -1.35855 -4.32422 3.31623 0.0 0.0 0.0
H -2.90273 -3.45364 3.40777 0.0 0.0 0.0
H -2.28364 -3.66819 -1.56988 0.0 0.0 0.0
H -3.07213 -5.07234 -0.94726 0.0 0.0 0.0
C -4.38082 1.79814 1.77533 0.0 0.0 0.0
N -3.26998 1.80402 2.74770 0.0 0.0 0.0
C -3.71557 1.87687 4.15667 0.0 0.0 0.0
C -2.00157 1.71009 2.42633 0.0 0.0 -0.1
S -1.67867 1.06123 0.73405 0.0 -0.1 0.1
N -1.00801 2.14510 3.17605 0.0 0.0 0.0
C -1.16729 3.31708 4.07247 0.0 0.0 0.0
C 0.36730 1.66927 3.03558 0.0 0.0 0.0
H -5.13174 2.49778 2.13674 0.0 0.0 0.0
H -4.82417 0.80443 1.71927 0.0 0.0 0.0
H -4.05609 2.12968 0.79438 0.0 0.0 0.0
H -4.58701 1.23094 4.24596 0.0 0.0 0.0
H -4.00631 2.89122 4.42400 0.0 0.0 0.0
H -2.93305 1.51826 4.81779 0.0 0.0 0.0
H -2.06320 3.86953 3.80964 0.0 0.0 0.0
H -0.30572 3.96254 3.91150 0.0 0.0 0.0
H -1.19666 3.01452 5.11733 0.0 0.0 0.0
H 0.39183 0.58717 2.92212 0.0 0.0 0.0
H 0.89917 1.91025 3.95288 0.0 0.0 0.0
H 0.86803 2.17934 2.20840 0.0 0.0 0.0
```
Forces are in eV/Å.

Computed properties:
Charge: +4
Gap between HOMO and LUMO (alpha / beta): 7.12 / 7.20 eV
Multiplicity: 3
LUMO level (alpha / beta): -12.62 / -12.55 eV
E_tot: -48269.6316 eV
ΔE to the lowest compared entry with this formula, charge and spin: 20.0 kJ/mol